No. 1
51
Properties=species:S:1:pos:R:3:mulliken_charge:R:1 method="wB97M-V/def2-TZVPD" lumo_energy_ev=-0.42 orbital_gap_ev=7.729 molar_mass_g_mol=432.85 charge=0 e_homo_ev=-8.149
C 1.97307 4.19600 2.04686 -1.05
N 1.23547 3.71733 0.90251 0.11
C 0.16935 4.53340 0.37582 -1.03
C 1.45675 2.46476 0.41329 1.14
C 2.51249 1.66980 0.89936 -0.63
C 2.73219 0.40344 0.41342 -0.57
C 1.92023 -0.11762 -0.58713 -0.09
P 2.10802 -1.81058 -1.15157 0.80
O 1.26372 -2.23772 -2.27866 -0.87
C 1.86312 -2.85639 0.36325 -0.76
C 0.68626 -2.24835 1.09867 0.28
O 0.70730 -1.89678 2.24946 -0.60
N -0.39924 -2.11378 0.27287 0.18
N -1.51692 -1.50418 0.67462 -0.70
C -2.44455 -1.28463 -0.16761 -0.35
C -3.66997 -0.62863 0.23118 0.86
C -3.85666 -0.20947 1.55319 -0.43
C -5.02549 0.41213 1.92970 -0.76
C -6.03451 0.62758 0.98565 0.56
C -7.23533 1.26690 1.36631 0.05
N -8.20990 1.78876 1.67119 -0.49
C -5.85670 0.21366 -0.33601 -0.71
C -4.68313 -0.40805 -0.70551 -0.63
O 3.69617 -1.93978 -1.47671 -0.36
C 4.10450 -2.70561 -2.59046 -0.63
C 4.22615 -4.17219 -2.20202 -0.21
Cl 4.92019 -5.09783 -3.54631 -0.21
C 0.88049 0.65537 -1.08715 -0.89
C 0.64869 1.92141 -0.60201 -0.44
H 1.56881 5.15371 2.36460 0.29
H 3.03098 4.33663 1.80449 0.32
H 1.89468 3.49902 2.88592 0.38
H 0.26685 4.64270 -0.70703 0.34
H -0.81526 4.10789 0.59874 0.35
H 0.22073 5.52558 0.81735 0.29
H 3.16537 2.04477 1.66928 0.39
H 3.54395 -0.19317 0.80086 0.35
H 1.63937 -3.87889 0.05323 0.51
H 2.73863 -2.85016 1.00913 0.45
H -0.30329 -2.39092 -0.70919 0.41
H -2.35004 -1.58194 -1.21960 0.37
H -3.06424 -0.38804 2.26220 0.54
H -5.17494 0.73554 2.94934 0.44
H -6.64173 0.38363 -1.05818 0.46
H -4.54502 -0.72992 -1.72764 0.38
H 3.37858 -2.59952 -3.40413 0.36
H 5.07258 -2.30783 -2.90690 0.39
H 3.24078 -4.58741 -1.98549 0.18
H 4.88353 -4.29194 -1.34019 0.33
H 0.25382 0.24675 -1.86712 0.53
H -0.17592 2.48456 -1.00587 0.39

---

No. 2
45
Properties=species:S:1:pos:R:3:mulliken_charge:R:1 method="wB97M-V/def2-TZVPD" lumo_energy_ev="-0.48 / -1.19" relative_energy_kj_mol=176.07 spin_multiplicity=4 orbital_gap_ev="6.336 / 6.716" molar_mass_g_mol=349.34 charge=0 e_homo_ev="-6.816 / -7.907"
C 0.33745 -1.05064 -3.26369 -0.69
C 0.17945 2.06616 -2.22289 -0.30
C -0.97364 -0.83568 -3.48870 0.08
H 0.60816 -1.90998 -2.61180 0.22
C -1.14008 2.06307 -1.94696 -0.40
H 0.74428 2.92004 -1.78521 0.32
H -1.65137 -1.62965 -3.09809 0.28
H -1.42182 2.58222 -1.00263 0.33
C -1.78574 0.41639 -3.82680 -1.05
H -2.72304 0.03244 -4.26566 0.39
H -1.31962 1.03366 -4.61329 0.39
C 1.41881 -0.03797 -3.06795 0.04
H 2.28037 -0.19475 -3.72562 0.42
H 1.82047 -0.11701 -2.03425 -0.04
C 0.93432 1.39428 -3.35345 -1.06
H 0.35987 1.35781 -4.28194 0.32
H 1.81235 2.03294 -3.54649 0.46
C -2.25162 1.35809 -2.68435 -0.28
H -2.91832 2.12152 -3.13121 0.33
H -2.83408 0.87219 -1.87917 0.23
Co 0.02674 -2.20087 0.45237 0.01
H 0.04667 -0.96256 -0.26325 0.32
C -1.99064 2.78057 3.43997 -0.40
C -2.39031 2.35145 2.16428 -0.46
C -1.97780 1.11666 1.70185 -0.16
C -1.15261 0.32280 2.52396 -0.10
C -0.82948 0.69612 3.84341 -0.23
C -1.20910 1.96360 4.27394 -0.52
N -0.54001 -0.75736 1.93642 0.41
N -0.17653 -1.79971 2.65225 -0.81
C 1.12903 -2.21617 2.39211 0.67
C 1.79198 -3.10021 3.24668 -0.54
C 3.00262 -3.56618 2.73240 -0.60
C 3.69036 -2.90095 1.68629 -0.34
C 3.07982 -1.88271 0.92432 -0.92
C 1.71250 -1.78571 1.16477 0.42
H -2.32177 3.75666 3.79637 0.35
H -3.02352 2.96551 1.52022 0.37
H -2.22578 0.69892 0.72418 0.32
H -0.28881 -0.00728 4.48389 0.41
H -0.91846 2.31079 5.26769 0.35
H 1.24699 -3.42272 4.15202 0.40
H 3.43318 -4.44750 3.20540 0.37
H 4.73331 -3.17298 1.51932 0.35
H 3.67542 -1.21529 0.28926 0.36